(1)
DFT (the ωB97M-V functional and the def2-TZVPD basis) results for a structure of composition C14H14BiN2O3S.

```
35
Properties=species:S:1:pos:R:3:nbo_charge:R:1
Bi -0.283 1.352 -0.856 1.746
S -2.167 -1.030 2.402 2.301
O 0.551 -0.772 -0.189 -0.722
O -2.391 -0.001 3.368 -0.935
O -3.263 -1.870 2.006 -0.932
N -1.354 -0.432 1.061 -0.880
N 1.870 1.764 -1.388 -1.037
C 0.227 -1.911 1.937 -0.055
C -0.776 -2.042 2.878 -0.318
C -1.468 2.074 -3.489 -0.381
C 0.586 -3.558 4.129 -0.210
C 1.470 -2.513 2.104 -0.197
C -0.640 -2.885 3.980 -0.181
C 2.089 3.068 -0.732 -0.246
C -0.178 -1.027 0.842 0.593
C 0.650 3.502 -0.454 -0.904
C -0.092 0.260 -3.820 -0.329
C -2.124 0.915 -2.947 -0.391
C 1.633 -3.354 3.200 -0.213
C -0.218 1.656 -4.018 -0.334
C -1.252 -0.206 -3.150 -0.369
H 2.583 -3.873 3.323 0.211
H 0.695 -0.370 -4.228 0.203
H 2.682 3.046 0.205 0.149
H 2.631 1.115 -1.257 0.352
H -1.518 -1.246 -2.964 0.212
H -1.482 -3.008 4.667 0.227
H -1.922 3.059 -3.603 0.207
H 0.416 3.851 0.555 0.200
H 0.720 -4.245 4.972 0.212
H 0.460 2.282 -4.590 0.204
H -3.160 0.869 -2.611 0.213
H 0.176 4.023 -1.300 0.210
H 2.625 3.786 -1.377 0.153
H 2.224 -2.280 1.347 0.241
```

Computed properties:
LUMO energy (Eh): 0.09350
E_HOMO (eV): -3.56
Charge: -1
Kohn-Sham gap (eV): 6.100
F_max (eV Å⁻¹): 2.62

---

(2)
DFT (the ωB97M-V functional and the def2-TZVPD basis) results for a structure of composition C14H14Cl3IN2O2Sn.

```
37
Properties=species:S:1:pos:R:3:nbo_charge:R:1
I 2.748 -0.170 -0.734 -0.652
Sn -0.001 -0.015 -0.259 1.385
Cl -4.685 -1.001 2.758 0.033
Cl -4.127 1.877 2.817 0.034
Cl -2.098 -0.021 3.582 0.009
O -1.856 -0.217 0.685 -0.907
O -3.975 0.518 0.162 -0.589
N -0.605 -1.358 -1.843 -0.583
N -0.440 1.405 -1.857 -0.554
C -0.037 2.900 -4.074 -0.143
C -0.547 -0.733 -3.059 0.267
C 0.823 -0.766 2.013 -0.748
C -0.572 -2.707 -1.648 0.085
C -0.639 -3.525 -2.766 -0.228
C -0.656 -2.924 -4.028 -0.143
C -0.251 1.534 -4.205 -0.195
C -0.105 2.719 -1.691 0.085
C -0.421 0.754 -3.062 0.155
C -3.103 0.218 0.940 0.764
C 0.746 0.710 2.065 -0.687
C -0.587 -1.549 -4.181 -0.218
C -3.477 0.268 2.477 -0.198
C 0.051 3.508 -2.821 -0.228
H -0.112 1.344 1.891 0.228
H 0.224 4.573 -2.694 0.238
H -0.331 0.990 -5.127 0.220
H 1.221 -1.568 1.423 0.254
H -0.141 -1.051 2.360 0.237
H -0.595 -1.012 -5.123 0.221
H 0.044 3.478 -4.966 0.229
H -0.747 -3.522 -4.903 0.230
H 1.616 -0.652 2.826 0.238
H -0.505 -3.046 -0.604 0.232
H 0.754 0.576 3.193 0.229
H 1.612 1.204 1.701 0.234
H -0.693 -4.596 -2.617 0.238
H 0.022 3.060 -0.652 0.230
```

Computed properties:
LUMO energy (alpha / beta) (Eh): -0.05346 / -0.05338
E_HOMO (alpha / beta) (eV): -5.93 / -5.94
Charge: 0
Kohn-Sham gap (alpha / beta) (eV): 4.479 / 4.485
F_max (eV Å⁻¹): 4.21

---

(3)
DFT (the ωB97M-V functional and the def2-TZVPD basis) results for a structure of composition C14H14IN3O2RuS2Se2.

```
39
Properties=species:S:1:pos:R:3:nbo_charge:R:1
I -1.534 4.809 -2.666 0.193
Ru 0.404 -0.159 0.501 0.575
Se 2.217 1.421 0.486 0.134
Se 0.106 -0.339 2.870 0.053
S 0.159 -0.504 -1.830 -0.035
S -0.750 -2.223 0.275 -0.006
O 2.451 -1.676 1.149 -0.734
O 4.265 1.098 4.704 -0.709
N -0.550 -2.520 -4.882 -0.298
N -1.110 1.766 0.323 -0.459
N -1.933 -5.230 -1.623 -0.300
C -0.713 -2.729 -3.762 0.284
C 3.583 0.731 1.707 -0.557
C -2.171 1.926 1.110 0.056
C 3.021 -1.595 2.451 -0.064
C -2.968 3.749 -0.206 -0.181
C 1.804 0.400 3.525 -0.558
C -3.125 2.902 0.878 -0.236
C 4.202 -0.106 3.962 -0.049
C 3.102 -0.133 2.883 -0.150
C -1.857 3.583 -1.017 -0.189
C -1.482 -4.224 -1.953 0.283
C -0.912 -2.974 -2.363 -0.384
C -0.954 2.576 -0.726 0.019
C -0.563 -2.038 -1.441 -0.220
H 4.300 0.183 1.095 0.242
H -0.086 2.416 -1.352 0.219
H -3.696 4.521 -0.418 0.236
H -3.977 2.996 1.537 0.234
H 4.068 1.638 2.065 0.214
H 4.033 -2.015 2.423 0.177
H 4.586 1.811 4.142 0.466
H 2.429 -2.161 3.176 0.192
H 3.991 -0.890 4.691 0.190
H 5.168 -0.335 3.499 0.170
H 2.343 -2.601 0.898 0.504
H 1.735 1.479 3.404 0.231
H 1.810 0.181 4.591 0.234
H -2.248 1.251 1.952 0.221
```

Computed properties:
LUMO energy (alpha / beta) (Eh): -0.02038 / -0.09690
E_HOMO (alpha / beta) (eV): -8.33 / -8.38
Spin multiplicity: 5
Charge: 0
Kohn-Sham gap (alpha / beta) (eV): 7.778 / 5.739
F_max (eV Å⁻¹): 0.29

---

(4)
DFT (the ωB97M-V functional and the def2-TZVPD basis) results for a structure of composition C14H14MoN4S2.

```
35
Properties=species:S:1:pos:R:3:nbo_charge:R:1
Mo 1.234 -0.982 0.146 1.009
S 1.380 -0.747 -2.204 -0.033
S 2.841 -1.814 1.798 0.164
N 2.209 -3.104 -3.119 -0.710
N 1.477 -3.374 -0.062 -0.390
N -0.069 -2.787 -3.123 -0.714
N 1.647 1.179 0.293 -0.789
C -0.524 -0.606 0.942 -0.328
C 0.553 2.143 0.095 0.088
C -1.032 0.646 1.363 0.089
C -1.416 4.046 -0.207 -0.171
C -1.007 -1.813 1.499 -0.178
C -2.356 -0.543 3.005 -0.087
C -1.923 -1.777 2.534 -0.192
C -1.678 2.879 0.491 -0.179
C -0.699 1.900 0.656 -0.038
C -0.163 4.260 -0.758 -0.156
C 0.830 3.304 -0.601 -0.214
C 2.150 -2.973 0.813 0.078
C 1.148 -2.374 -2.851 0.412
C -1.923 0.647 2.426 -0.222
H -0.855 -2.179 -2.952 0.442
H -0.663 -2.771 1.124 0.243
H 3.127 -2.746 -2.911 0.442
H -2.670 2.706 0.887 0.236
H 1.819 3.476 -1.009 0.229
H -0.254 -3.679 -3.562 0.435
H -2.294 -2.695 2.969 0.253
H 2.143 -4.025 -3.531 0.435
H 2.071 1.346 1.208 0.426
H -3.052 -0.502 3.832 0.252
H 2.384 1.418 -0.372 0.422
H -2.196 4.785 -0.327 0.249
H 0.049 5.169 -1.304 0.249
H -2.288 1.589 2.814 0.248
```

Computed properties:
LUMO energy (alpha / beta) (Eh): -0.31208 / -0.30552
E_HOMO (alpha / beta) (eV): -14.87 / -14.90
Spin multiplicity: 3
Charge: +2
Kohn-Sham gap (alpha / beta) (eV): 6.380 / 6.590
F_max (eV Å⁻¹): 0.29

---

(5)
DFT (the ωB97M-V functional and the def2-TZVPD basis) results for an isolated molecule of C14H14N2O3.

```
33
Properties=species:S:1:pos:R:3:nbo_charge:R:1
O -0.312 -1.049 -1.131 -0.567
O 1.734 -2.187 0.341 -0.491
O 2.619 2.601 0.357 -0.508
N -5.126 0.973 -0.603 -0.433
N -1.679 -0.995 0.701 -0.609
C 2.085 0.227 0.404 -0.448
C -2.814 -0.339 0.222 0.186
C -2.922 0.170 -1.070 -0.298
C 3.711 -1.293 -0.520 -0.318
C 4.541 -0.225 -0.802 -0.166
C 2.922 1.297 0.102 0.411
C -5.019 0.488 0.622 0.051
C 4.158 1.065 -0.497 -0.317
C -4.099 0.812 -1.419 0.058
C 2.478 -1.066 0.083 0.415
C -3.895 -0.171 1.087 -0.299
C -0.529 -1.307 0.024 0.658
C 0.473 -2.045 0.926 -0.167
C 1.352 2.913 0.880 -0.254
H 0.540 -1.547 1.906 0.186
H 0.547 2.559 0.227 0.179
H -1.749 -1.304 1.662 0.398
H 1.129 0.410 0.865 0.214
H 0.113 -3.069 1.077 0.223
H 5.497 -0.402 -1.269 0.216
H 1.316 4.000 0.935 0.202
H -2.116 0.064 -1.775 0.262
H 4.790 1.910 -0.718 0.223
H 3.991 -2.305 -0.759 0.223
H -5.877 0.636 1.264 0.194
H -3.856 -0.550 2.098 0.211
H 1.216 2.500 1.885 0.171
H -4.224 1.221 -2.412 0.196
```

Computed properties:
LUMO energy (Eh): 0.01135
E_HOMO (eV): -8.24
SMILES: COc1cccc(OCC(=O)Nc2ccncc2)c1
Charge: 0
Kohn-Sham gap (eV): 8.546
F_max (eV Å⁻¹): 0.63

---

(6)
DFT (the ωB97M-V functional and the def2-TZVPD basis) results for a structure of composition C14H14N2O5Ru.

```
36
Properties=species:S:1:pos:R:3:nbo_charge:R:1
Ru -1.967 -0.108 -3.874 0.430
O -4.103 -1.374 -5.692 -0.269
O -1.863 2.364 -4.955 -0.276
O 2.147 -0.417 -0.631 -0.240
O -0.364 -2.537 -3.882 -0.271
O -5.787 -2.728 -0.651 -0.424
N -1.669 0.390 -1.738 -0.527
N 1.870 0.069 1.591 -0.046
C 1.407 0.003 0.324 0.543
C 3.691 -1.698 1.572 -0.605
C 1.022 0.089 2.798 -0.256
C -0.689 1.492 0.661 -0.161
C -2.474 1.218 -0.994 0.289
C -1.919 1.336 -4.488 0.495
C -0.513 -0.020 -1.203 0.214
C -1.094 -1.643 -3.743 0.370
C -4.912 -2.243 -1.231 0.431
C -1.943 1.814 0.198 -0.096
C 3.308 -0.249 1.848 -0.235
C 1.342 1.294 3.689 -0.614
C 0.020 0.465 -0.038 0.028
C -3.418 -0.917 -4.854 0.479
H 0.604 1.331 4.497 0.287
H 1.280 2.218 3.118 0.223
H -3.468 1.414 -1.352 0.274
H 1.221 -0.845 3.366 0.303
H -0.020 0.090 2.504 0.223
H 2.333 1.208 4.128 0.258
H -2.590 2.558 0.719 0.310
H 3.891 0.395 1.207 0.280
H 4.732 -1.837 1.886 0.296
H -0.252 1.982 1.514 0.278
H 3.624 -1.912 0.493 0.246
H 3.459 -0.010 2.874 0.253
H 0.027 -0.790 -1.792 0.272
H 3.067 -2.402 2.128 0.240
```

Computed properties:
LUMO energy (alpha / beta) (Eh): -0.46503 / -0.59521
E_HOMO (alpha / beta) (eV): -17.86 / -20.41
Spin multiplicity: 6
Charge: +3
Kohn-Sham gap (alpha / beta) (eV): 5.209 / 4.216
F_max (eV Å⁻¹): 16.36